C3HBr2NO2 | ωB97M-V with the def2-TZVPD basis set

Atoms and positions in Å:
C  -1.637  0.324  -1.052
C  1.286  -0.933  0.101
C  -1.075  0.299  0.180
N  1.858  0.064  0.446
O  -1.759  0.370  -2.193
O  0.528  -1.650  -0.406
Br  -0.597  2.036  0.759
Br  -1.512  -0.810  1.590
H  2.907  0.300  0.575

Force components x, y, z for each atom (eV/Å):
1.6172 -0.2139 1.5199
-0.0054 0.6060 -1.4571
-1.5984 1.3750 -0.7403
3.5936 1.0391 1.1732
-0.6350 -0.1021 -0.4789
0.4615 -1.6209 0.1312
0.0140 0.6082 -0.1700
-0.5260 -0.7326 0.3120
-2.9215 -0.9588 -0.2899

Calculated values
Highest occupied orbital energy in Ha: -0.320
Orbital gap in eV: 8.47
Energy relative to the best compared isomer or geometry (same formula, charge and spin) in eV: 2.0582

C3HBrCl2 | ωB97M-V with the def2-TZVPD basis set

Atoms and positions in Å:
C  0.234  -0.608  1.248
C  -0.372  0.269  1.829
C  -0.250  0.116  -1.752
Cl  -1.403  1.365  2.563
Cl  0.418  1.520  -2.225
Br  0.490  -1.371  -2.568
H  0.883  -1.291  0.905

Force components x, y, z for each atom (eV/Å):
-2.3469 3.4229 2.2338
-0.0724 -0.7935 -0.4731
-1.4746 -0.9667 0.9868
0.7461 -0.6286 -0.5015
0.9461 1.4851 -0.6463
0.4840 -0.5017 -0.4278
1.7177 -2.0175 -1.1720

Calculated values
Highest occupied orbital energy in Ha: -0.332
Orbital gap in eV: 8.06
Energy relative to the best compared isomer or geometry (same formula, charge and spin) in eV: 3.3960

C3HBrCl2 | ωB97M-V with the def2-TZVPD basis set

Atoms and positions in Å:
C  0.693  -0.779  1.281
C  0.965  -1.367  0.240
C  -0.538  1.800  -1.118
Cl  1.377  -2.240  -1.154
Cl  -1.264  0.475  -1.707
Br  -1.650  2.725  0.170
H  0.417  -0.613  2.288

Force components x, y, z for each atom (eV/Å):
0.6590 -2.0675 -2.6547
-0.1618 0.4960 1.1638
-1.3641 1.2978 1.7151
-0.4156 1.0366 1.2839
0.1314 -1.3879 -1.1661
1.2187 0.0875 -0.5709
-0.0676 0.5374 0.2289

Calculated values
Highest occupied orbital energy (alpha / beta) in Ha: -0.306 / -0.378
Orbital gap (alpha / beta) in eV: 8.98 / 8.16
2S+1: 3
Energy relative to the best compared isomer or geometry (same formula, charge and spin) in eV: 0.1648

C3HBrNO3 | ωB97M-V with the def2-TZVPD basis set

Atoms and positions in Å:
C  0.373  -0.327  -0.418
C  -0.398  -1.099  0.394
C  -0.078  2.217  0.467
N  -0.473  -1.504  -0.915
O  -1.131  -1.663  1.187
O  0.417  2.934  1.327
O  -0.407  1.544  -0.426
Br  2.457  0.360  -0.607
H  -0.760  -2.462  -1.009

Force components x, y, z for each atom (eV/Å):
1.7116 -1.1936 -1.9851
-2.2614 -3.3623 0.1056
1.9892 2.7024 1.3476
0.4286 1.5116 -2.0319
0.1457 0.8255 3.1442
-1.9783 -2.7598 -2.5749
-1.4617 3.4832 1.4242
0.6481 -0.5215 0.4634
0.7782 -0.6855 0.1069

Calculated values
Total charge: -1
Highest occupied orbital energy (alpha / beta) in Ha: -0.081 / -0.087
Orbital gap (alpha / beta) in eV: 5.78 / 5.85
Energy relative to the best compared isomer or geometry (same formula, charge and spin) in eV: 4.7817

C3HBrNO3 | ωB97M-V with the def2-TZVPD basis set

Atoms and positions in Å:
O  2.328  0.476  1.895
C  1.878  0.180  0.840
N  1.601  -0.378  -0.135
O  0.720  -0.321  -1.146
C  -0.688  -0.740  -0.383
O  -0.712  -1.826  0.118
C  -1.234  0.481  -0.428
Br  -2.998  0.697  0.260
H  -0.894  1.430  -1.021

Force components x, y, z for each atom (eV/Å):
0.1403 0.6296 0.3491
1.0509 0.9257 3.4994
-0.2613 -1.4487 -3.5920
-0.4167 -0.8416 -0.0308
1.5746 0.8107 -0.2233
-0.4430 -0.3666 -0.2201
-0.6405 2.7630 -1.3436
-0.4598 0.0278 0.2234
-0.5445 -2.4999 1.3379

Calculated values
Total charge: -1
Highest occupied orbital energy in Ha: -0.141
Orbital gap in eV: 7.27
Energy relative to the best compared isomer or geometry (same formula, charge and spin) in eV: 2.4590

C3HCaFO2 | ωB97M-V with the def2-TZVPD basis set

Atoms and positions in Å:
H  1.882  -0.529  -0.313
O  0.404  1.146  0.246
O  -0.723  -0.657  0.246
C  1.041  0.370  -0.667
C  0.323  -0.819  -0.668
C  -0.704  0.557  0.687
F  0.050  -1.585  -1.674
Ca  -2.273  1.517  2.143

Force components x, y, z for each atom (eV/Å):
0.3604 2.5777 -0.6656
-0.8141 0.6302 1.5941
-1.4138 -0.7950 -0.4019
2.4177 -3.8753 -0.2646
-2.3936 1.7887 -2.0145
1.7005 -0.1905 -0.3412
0.8269 -0.6056 1.4669
-0.6840 0.4698 0.6268

Calculated values
Total charge: +2
Highest occupied orbital energy in Ha: -0.671
Orbital gap in eV: 7.96
Energy relative to the best compared isomer or geometry (same formula, charge and spin) in eV: 0.9867